Entry 1:
A molecular structure, C23H24ClN2PtS2 in a non-equilibrium geometry. Source: the OMol25 dataset; level of theory: ωB97M-V/def2-TZVPD.

Each line ends with the natural charge from an NBO analysis.
Cartesian coordinates (Å):
Pt (0.2698, 0.1145, 0.7559)  0.66
C (2.2263, -1.3346, -1.2583)  -0.42
N (0.8125, -1.5049, -0.9023)  -0.49
C (-0.0827, -1.3113, -2.0493)  -0.23
C (-0.0651, 0.1022, -2.6223)  -0.22
N (-0.3330, 1.1354, -1.6292)  -0.50
C (0.5845, 2.2686, -1.7547)  -0.41
C (-1.7152, 1.5548, -1.6281)  0.17
C (-2.1522, 2.4789, -2.5764)  -0.27
C (-3.4642, 2.9221, -2.6109)  -0.25
C (-4.3585, 2.4266, -1.6673)  -0.22
C (-3.9363, 1.5007, -0.7307)  -0.24
C (-2.6122, 1.0192, -0.6872)  -0.18
S (-2.1718, -0.2038, 0.4851)  -0.37
C (0.6227, -2.7648, -0.2089)  0.19
C (0.1355, -3.8889, -0.8624)  -0.26
C (-0.0101, -5.0970, -0.1924)  -0.26
C (0.3563, -5.1767, 1.1445)  -0.22
C (0.8532, -4.0576, 1.7951)  -0.22
C (0.9959, -2.8303, 1.1389)  -0.21
S (1.6279, -1.4433, 1.9975)  -0.27
H (2.5301, -2.0887, -1.9973)  0.17
H (2.8297, -1.4333, -0.3593)  0.25
H (2.3953, -0.3409, -1.6687)  0.20
H (-1.0900, -1.5578, -1.7146)  0.24
H (0.1903, -1.9774, -2.8812)  0.17
H (-0.8177, 0.1318, -3.4178)  0.20
H (0.8998, 0.3088, -3.0901)  0.19
H (0.6587, 2.6522, -2.7838)  0.16
H (1.5773, 1.9670, -1.4222)  0.21
H (0.2416, 3.0757, -1.1110)  0.21
H (-1.4451, 2.8625, -3.3047)  0.20
H (-3.7802, 3.6385, -3.3597)  0.20
H (-5.3868, 2.7710, -1.6602)  0.20
H (-4.6296, 1.1168, 0.0083)  0.21
H (-0.1419, -3.8325, -1.9071)  0.20
H (-0.4040, -5.9605, -0.7132)  0.20
H (0.2358, -6.1072, 1.6862)  0.20
H (1.1263, -4.1055, 2.8424)  0.21
Cl (4.0921, 1.4216, 3.4524)  -0.05
C (2.3474, 1.3623, 3.3097)  -0.04
C (1.6431, 0.7620, 4.2775)  -0.19
C (0.1978, 0.7195, 4.2478)  -0.31
C (-0.4563, 1.2204, 3.1877)  -0.11
C (0.2627, 1.7754, 2.0475)  -0.43
C (1.7122, 2.0571, 2.1885)  -0.05
C (2.3601, 2.9154, 1.3912)  -0.47
H (2.1762, 0.3048, 5.1008)  0.22
H (-0.3385, 0.2348, 5.0520)  0.21
H (-1.5364, 1.1746, 3.1349)  0.23
H (-0.2830, 2.4700, 1.4128)  0.22
H (3.4248, 3.0791, 1.4802)  0.20
H (1.8249, 3.4726, 0.6341)  0.19

Properties
- Net charge: -1
- Kohn-Sham gap: 5.882 eV

***

Entry 2:
A molecular structure, C23H24ClN8O2PRh. Source: the OMol25 dataset; level of theory: ωB97M-V/def2-TZVPD.

Each line ends with the natural charge from an NBO analysis.
Cartesian coordinates (Å):
Rh (-0.0374, -0.4030, -0.0917)  1.02
N (-2.6724, -1.2803, 0.3839)  -0.64
N (-3.4956, -0.1458, 0.4234)  -0.41
C (-3.0057, 1.0626, 0.1173)  0.65
N (-3.8023, 2.1094, 0.1075)  -0.72
N (-1.6802, 1.0725, -0.1481)  -0.53
N (-1.0590, 2.1721, -0.6334)  0.64
O (-1.5579, 3.2565, -0.7478)  -0.31
O (0.1265, 1.9116, -0.9329)  -0.48
H (-3.0412, -1.9300, -0.3034)  0.39
H (-2.6874, -1.7303, 1.2941)  0.39
H (-4.4671, -0.2435, 0.6838)  0.42
H (-4.7888, 2.0285, 0.3044)  0.44
H (-3.4286, 3.0195, -0.1195)  0.46
Cl (0.1805, -2.3219, 1.4613)  0.04
C (0.0363, -3.7743, 0.4468)  -0.01
C (-0.1601, -4.9656, 1.1078)  -0.23
C (-0.2596, -6.1261, 0.3488)  -0.13
C (-0.1620, -6.0720, -1.0340)  -0.19
C (0.0306, -4.8549, -1.6750)  -0.10
C (0.1418, -3.6751, -0.9406)  -0.46
P (0.4029, -2.0847, -1.7727)  0.98
C (2.1961, -1.8232, -1.8542)  -0.42
C (2.6396, -0.6199, -2.4102)  -0.21
C (3.9981, -0.3591, -2.5069)  -0.22
C (4.9214, -1.2908, -2.0338)  -0.18
C (4.4852, -2.4832, -1.4741)  -0.21
C (3.1207, -2.7569, -1.3897)  -0.15
C (-0.2017, -2.2566, -3.4480)  -0.33
C (0.6652, -2.6095, -4.4831)  -0.20
C (0.1550, -2.8107, -5.7566)  -0.19
C (-1.2039, -2.6536, -5.9976)  -0.14
C (-2.0652, -2.2933, -4.9675)  -0.18
C (-1.5653, -2.0911, -3.6940)  -0.22
H (-0.2335, -5.0008, 2.1878)  0.26
H (-0.4191, -7.0726, 0.8483)  0.26
H (-0.2396, -6.9793, -1.6191)  0.26
H (0.0917, -4.8183, -2.7561)  0.24
H (1.9210, 0.1008, -2.7898)  0.24
H (4.3417, 0.5538, -2.9788)  0.24
H (5.9831, -1.0969, -2.1265)  0.25
H (5.2050, -3.2190, -1.1366)  0.25
H (2.7839, -3.7016, -0.9769)  0.23
H (1.7262, -2.7326, -4.3040)  0.23
H (0.8215, -3.0922, -6.5614)  0.25
H (-1.5941, -2.8066, -6.9953)  0.25
H (-3.1224, -2.1686, -5.1619)  0.24
H (-2.2373, -1.7996, -2.8928)  0.20
N (4.5988, 3.0942, 0.3788)  -0.54
C (4.1195, 1.8913, 0.5751)  0.37
C (2.7265, 1.5973, 0.3127)  0.12
N (2.2555, 0.3832, 0.5353)  -0.47
C (3.1209, -0.5273, 1.0027)  0.14
C (4.5068, -0.2222, 1.2395)  0.10
N (4.9968, 0.9597, 1.0308)  -0.35
H (4.0287, 3.8652, 0.0487)  0.44
H (5.5808, 3.2741, 0.5811)  0.46
H (2.0534, 2.3534, -0.0766)  0.26
H (2.7386, -1.5180, 1.2055)  0.24
H (5.1815, -0.9839, 1.6160)  0.26

Properties
- Multiplicity: 5
- Energy relative to the best compared isomer or geometry (same formula, charge and spin): 0.0 kJ/mol
- Net charge: +3
- Kohn-Sham gap (spin up / spin down): 7.185 / 4.714 eV

***

Entry 3:
A molecular structure, C23H24ClNO4S in a non-equilibrium geometry. Source: the OMol25 dataset; level of theory: ωB97M-V/def2-TZVPD.

Each line ends with the natural charge from an NBO analysis.
Cartesian coordinates (Å):
C (-1.4819, -2.2180, -4.5476)  -0.62
C (-1.1657, -0.8868, -4.0345)  -0.03
O (-1.7606, -0.8629, -2.7547)  -0.53
C (-1.2180, -1.4602, -1.6393)  0.36
C (-1.9247, -1.4284, -0.5940)  -0.29
C (-1.6518, -2.0873, 0.7455)  -0.25
C (-0.4603, -2.5841, 0.9132)  0.05
C (0.5587, -2.7422, -0.3723)  -0.22
C (0.1413, -2.1167, -1.4995)  -0.28
H (0.7028, -2.0183, -2.3945)  0.21
H (1.4209, -3.3286, -0.1983)  0.21
C (0.2719, -3.3325, 2.1702)  -0.43
H (-0.5908, -3.2457, 2.6774)  0.21
H (0.6450, -4.2460, 2.0222)  0.22
C (1.1935, -2.1582, 2.6572)  -0.21
N (0.5786, -0.7681, 2.4374)  -0.59
C (-0.0693, 0.1997, 3.0764)  0.55
O (-0.1471, 0.0310, 4.3831)  -0.66
C (-0.6560, 0.9920, 2.2274)  0.22
C (-1.2363, 2.3203, 2.7861)  -0.22
C (-1.5517, 2.9275, 1.5178)  -0.31
C (-1.5408, 1.9800, 0.7060)  0.23
O (-0.8967, 0.8310, 1.0476)  -0.34
C (-1.9419, 2.0550, -0.7682)  -0.54
H (-1.9898, 2.8321, -1.2942)  0.19
H (-2.5961, 1.2717, -1.2334)  0.24
S (-0.3735, 1.8101, -2.0832)  1.27
O (-0.7924, 2.0011, -3.3539)  -0.97
C (0.7623, 2.9572, -1.2360)  -0.68
C (1.5286, 2.3144, -0.2588)  -0.05
C (2.2485, 0.9205, -0.4879)  -0.12
C (3.0745, 0.4235, 0.4851)  -0.27
C (3.0168, 0.9888, 1.7549)  -0.01
C (2.4904, 2.3713, 1.9892)  -0.20
C (1.7465, 2.9301, 1.0123)  -0.13
H (1.1802, 3.6184, 1.2048)  0.17
H (2.6658, 2.6712, 2.8717)  0.20
Cl (3.7102, 0.2805, 3.1517)  0.03
H (3.4182, -0.5673, 0.3750)  0.22
H (2.0943, 0.4760, -1.2759)  0.17
H (1.2732, 3.2291, -2.2177)  0.25
H (0.1355, 3.7740, -0.7872)  0.23
H (-2.0940, 3.9529, 1.5252)  0.26
H (-1.1204, 2.8994, 3.7125)  0.25
H (0.7067, -0.7329, 1.3965)  0.40
H (2.0399, -2.2558, 2.2005)  0.19
H (1.0045, -2.0889, 3.7289)  0.26
H (-2.3876, -2.0877, 1.4201)  0.21
H (-2.9800, -1.2429, -0.5869)  0.21
H (-1.5221, -0.1082, -4.3331)  0.18
H (0.0081, -0.7537, -3.8738)  0.14
H (-0.9368, -3.0927, -3.9872)  0.23
H (-0.9642, -2.3583, -5.7358)  0.19
H (-2.5666, -2.2865, -4.6483)  0.22

Properties
- Energy relative to the best compared isomer or geometry (same formula, charge and spin): 1580.8 kJ/mol
- Net charge: 0
- Kohn-Sham gap: 8.038 eV

***

Entry 4:
A molecular structure, C23H24F2IrN9P. Source: the OMol25 dataset; level of theory: ωB97M-V/def2-TZVPD.

Each line ends with the Löwdin spin population.
Cartesian coordinates (Å):
Ir (-0.5083, 0.8937, -0.2305)  0.01
F (4.4179, 2.2183, -1.8729)  0.08
C (3.6630, 1.8724, -0.8863)  0.16
C (2.2968, 1.6081, -1.1569)  0.05
C (1.4799, 1.2340, -0.1279)  0.05
C (2.0364, 1.1697, 1.2099)  0.24
C (3.4364, 1.4121, 1.4133)  0.04
F (3.9188, 1.2969, 2.6267)  0.00
C (4.2553, 1.7676, 0.3888)  0.05
C (1.0721, 0.9102, 2.2317)  0.01
C (1.2802, 0.9076, 3.6149)  0.11
C (0.2106, 0.6993, 4.4814)  -0.01
C (-1.0477, 0.4932, 3.9510)  0.10
C (-1.2173, 0.5021, 2.5628)  0.05
N (-0.2008, 0.7034, 1.7326)  0.04
H (1.9517, 1.7460, -2.1756)  0.00
H (5.3098, 1.9730, 0.5361)  0.00
H (2.2714, 1.0791, 4.0068)  0.00
H (0.3688, 0.7029, 5.5528)  0.00
H (-1.9118, 0.3328, 4.5831)  0.00
H (-2.1903, 0.3441, 2.1184)  0.00
N (-4.7718, 1.0698, -0.8317)  0.00
C (-3.7259, 0.2600, -0.8042)  0.00
N (-2.6379, 0.9927, -0.5415)  0.00
C (-3.1330, 2.2730, -0.4352)  0.00
N (-4.4199, 2.3461, -0.5980)  0.00
C (-2.2080, 3.3559, -0.1202)  0.00
C (-2.5851, 4.6872, -0.0105)  0.00
N (-1.7056, 5.6329, 0.2925)  0.00
C (-0.4497, 5.2582, 0.4875)  0.00
C (-0.0486, 3.9299, 0.3827)  0.00
N (-0.9278, 2.9690, 0.0739)  0.00
H (-5.7476, 0.8447, -1.0048)  0.00
H (-3.7794, -0.8022, -0.9747)  0.00
H (-3.6167, 4.9799, -0.1738)  0.00
H (0.2714, 6.0285, 0.7349)  0.00
H (0.9818, 3.6565, 0.5487)  0.00
C (-0.7361, -4.1493, -2.0576)  0.00
N (0.2371, -3.1796, -2.7774)  0.00
C (1.6707, -3.4816, -2.2669)  0.00
N (1.7148, -3.3886, -0.8507)  0.00
C (0.7736, -4.3218, -0.2273)  0.00
N (-0.5941, -4.0158, -0.6525)  0.00
C (-1.1204, -2.7812, -0.1007)  0.00
P (-0.0960, -1.3594, -0.7208)  0.00
C (-0.1493, -1.7498, -2.5373)  0.00
C (1.5877, -2.0325, -0.3385)  0.00
H (-0.4593, -5.1509, -2.3855)  0.00
H (-1.7421, -3.9147, -2.4040)  0.00
H (0.2001, -3.3641, -3.7852)  0.00
H (2.3395, -2.7707, -2.7512)  0.00
H (1.9027, -4.4915, -2.6036)  0.00
H (0.8501, -4.2585, 0.8565)  0.00
H (1.0206, -5.3390, -0.5296)  0.00
H (-1.0788, -2.8096, 0.9897)  0.00
H (-2.1662, -2.6576, -0.3897)  0.00
H (0.5307, -1.1028, -3.0947)  0.00
H (-1.1559, -1.5972, -2.9331)  0.00
H (1.7259, -2.0414, 0.7457)  0.00
H (2.3560, -1.3905, -0.7718)  0.00

Properties
- Multiplicity: 2
- Energy relative to the best compared isomer or geometry (same formula, charge and spin): 26.9 kJ/mol
- Net charge: +4
- Kohn-Sham gap (spin up / spin down): 6.933 / 5.002 eV

***

Entry 5:
A molecular structure, C23H24MnN4O2Se2Te2. Source: the OMol25 dataset; level of theory: ωB97M-V/def2-TZVPD.

Each line ends with the natural charge from an NBO analysis.
Cartesian coordinates (Å):
Mn (0.2273, 0.1908, 0.3028)  0.80
C (-1.6978, -3.3592, 1.9791)  -0.65
C (-0.2057, -3.3612, 2.1616)  0.01
C (0.3323, -4.0860, 3.2221)  -0.22
C (1.6994, -4.2331, 3.3751)  -0.21
C (2.5489, -3.6961, 2.4230)  -0.24
C (2.0509, -2.9620, 1.3529)  0.08
C (2.9849, -2.5483, 0.2502)  -0.64
C (0.6732, -2.7305, 1.2644)  0.10
N (0.1672, -1.8472, 0.2602)  -0.69
C (-0.6029, -2.4048, -0.7058)  0.62
O (-0.7449, -3.5893, -0.9719)  -0.62
C (-1.3386, -1.3599, -1.5039)  0.12
C (-2.1559, -1.6098, -2.5899)  -0.19
C (-2.7393, -0.5251, -3.2348)  -0.15
C (-2.4807, 0.7686, -2.7990)  -0.20
C (-1.6510, 0.9358, -1.7055)  0.12
N (-1.1318, -0.1166, -1.0838)  -0.44
C (-1.2137, 2.2573, -1.1265)  0.61
O (-1.6393, 3.3055, -1.5909)  -0.62
N (-0.3374, 2.0831, -0.1105)  -0.70
C (0.0706, 3.2817, 0.5641)  0.22
C (1.2702, 3.9078, 0.1976)  -0.02
C (2.0620, 3.4471, -0.9930)  -0.63
C (1.7107, 5.0060, 0.9217)  -0.22
C (0.9646, 5.5082, 1.9774)  -0.20
C (-0.2621, 4.9442, 2.2648)  -0.22
C (-0.7411, 3.8459, 1.5519)  -0.03
C (-2.1460, 3.3828, 1.8339)  -0.63
H (-2.1999, -3.5441, 2.9295)  0.21
H (-1.9788, -4.1477, 1.2781)  0.24
H (-2.0705, -2.4197, 1.5785)  0.22
H (-0.3448, -4.5556, 3.9276)  0.21
H (2.0988, -4.7941, 4.2108)  0.21
H (3.6184, -3.8580, 2.4954)  0.21
H (4.0200, -2.7373, 0.5324)  0.22
H (2.9055, -1.4895, 0.0201)  0.19
H (2.7683, -3.1228, -0.6557)  0.22
H (-2.3085, -2.6340, -2.9010)  0.25
H (-3.3871, -0.6885, -4.0866)  0.23
H (-2.8921, 1.6468, -3.2764)  0.26
H (2.6846, 2.5891, -0.7335)  0.20
H (2.7280, 4.2406, -1.3309)  0.22
H (1.4060, 3.1779, -1.8229)  0.21
H (2.6432, 5.4828, 0.6409)  0.21
H (1.3205, 6.3616, 2.5413)  0.21
H (-0.8855, 5.3704, 3.0435)  0.21
H (-2.8229, 4.2354, 1.7567)  0.22
H (-2.2404, 2.9722, 2.8403)  0.22
H (-2.4849, 2.6299, 1.1287)  0.21
Se (-1.4012, 0.1270, 2.0733)  -0.18
Te (-0.3619, -0.1296, 4.2461)  0.39
Te (1.7308, 1.4924, 3.8825)  0.23
Se (2.2075, 0.7031, 1.5857)  -0.39
N (1.5621, 0.1209, -1.3455)  -0.99
H (1.8198, -0.8557, -1.4486)  0.41
H (2.4084, 0.6621, -1.2090)  0.40
H (1.1425, 0.4325, -2.2149)  0.39

Properties
- Multiplicity: 4
- Energy relative to the best compared isomer or geometry (same formula, charge and spin): 0.0 kJ/mol
- Net charge: 0
- Kohn-Sham gap (spin up / spin down): 6.847 / 5.062 eV

***

Entry 6:
A single C23H24N2O2 molecule. Source: the OMol25 dataset; level of theory: ωB97M-V/def2-TZVPD.

Each line ends with the natural charge from an NBO analysis.
Cartesian coordinates (Å):
C (-1.3079, 1.6789, 5.2980)  -0.60
C (-1.3335, 0.6738, 4.1379)  -0.07
C (-2.7959, 0.4084, 3.7692)  -0.61
C (-0.7036, -0.6533, 4.5845)  -0.60
C (-0.5269, 1.2376, 2.9791)  0.00
C (-1.0756, 1.4855, 1.7259)  -0.19
C (-0.3051, 1.9817, 0.6893)  -0.19
C (1.0428, 2.2542, 0.8823)  -0.16
C (1.9166, 2.7656, -0.2065)  0.67
O (2.6585, 3.7145, -0.1033)  -0.58
N (1.8075, 2.0950, -1.4046)  -0.46
N (1.2319, 0.8393, -1.5051)  -0.47
C (1.6799, -0.2219, -0.7754)  0.69
O (2.7052, -0.1959, -0.1404)  -0.60
C (0.7367, -1.4172, -0.8188)  -0.53
C (-0.0906, -1.5043, -2.0678)  -0.01
C (-1.4526, -1.3417, -2.0052)  -0.22
C (-2.2516, -1.4219, -3.1546)  -0.22
C (-1.6804, -1.6644, -4.3707)  -0.19
C (-0.2841, -1.8302, -4.4869)  0.03
C (0.3238, -2.0731, -5.7365)  -0.21
C (1.6777, -2.2214, -5.8403)  -0.21
C (2.4833, -2.1304, -4.6957)  -0.20
C (1.9253, -1.8986, -3.4691)  -0.19
C (0.5293, -1.7457, -3.3248)  -0.09
C (1.5966, 2.0403, 2.1386)  -0.15
C (0.8230, 1.5322, 3.1619)  -0.21
H (-1.8974, 1.3029, 6.1314)  0.21
H (-1.7272, 2.6311, 4.9799)  0.21
H (-0.2951, 1.8537, 5.6494)  0.21
H (-3.3190, 0.0060, 4.6342)  0.21
H (-3.2982, 1.3261, 3.4719)  0.21
H (-2.8731, -0.3192, 2.9643)  0.21
H (-0.7041, -1.3672, 3.7632)  0.21
H (-1.2714, -1.0774, 5.4099)  0.21
H (0.3224, -0.5150, 4.9128)  0.21
H (-2.1197, 1.2950, 1.5360)  0.21
H (-0.7685, 2.1821, -0.2669)  0.21
H (2.5249, 2.3181, -2.0890)  0.40
H (0.3347, 0.7805, -1.9718)  0.40
H (1.3358, -2.3186, -0.6752)  0.25
H (0.0844, -1.3156, 0.0535)  0.25
H (-1.9249, -1.1541, -1.0508)  0.21
H (-3.3200, -1.2932, -3.0651)  0.22
H (-2.2870, -1.7321, -5.2620)  0.21
H (-0.3062, -2.1383, -6.6120)  0.21
H (2.1361, -2.4074, -6.8002)  0.22
H (3.5529, -2.2451, -4.7897)  0.22
H (2.5619, -1.8259, -2.6011)  0.22
H (2.6409, 2.2612, 2.2947)  0.23
H (1.2872, 1.3652, 4.1216)  0.21

Properties
- SMILES: CC(C)(C)c1ccc(C(=O)NNC(=O)Cc2cccc3ccccc23)cc1
- Energy relative to the best compared isomer or geometry (same formula, charge and spin): 9.5 kJ/mol
- Net charge: 0
- Kohn-Sham gap: 8.757 eV